[1]
Entry from the Open Molecules 2025 dataset: 2 unconnected molecules or ions with the total composition C3H8NO (ωB97M-V/def2-TZVPD).

The charge is 0. The multiplicity is 2. As for the relative energy (zero: lowest compared OMol25 entry of this formula, charge and spin): 255.8 kJ/mol. For the LUMO energy (alpha / beta), the calculation gives 0.8 / -2.1 eV. The value obtained for the frontier orbital gap (alpha / beta) is 10.1 / 7.2 eV. As for the molar mass: 74.10 g/mol. The calculation puts the electronic energy at -6773.4156 eV.

Each line ends with the natural charge from an NBO analysis.
Geometry (Å):
1 O 1.252 -1.307 0.818  -0.284
2 N -0.165 2.163 -0.712  -0.409
3 C -1.244 1.672 0.019  -0.464
4 C 0.558 -2.395 0.473  -0.331
5 C 0.893 1.417 -0.804  -0.043
6 H -0.186 -2.154 -0.374  0.247
7 H -1.779 2.511 0.626  0.203
8 H -1.885 1.190 -0.737  0.205
9 H 1.887 1.870 -1.008  0.174
10 H 1.107 -3.393 0.133  0.160
11 H -1.127 1.047 0.966  0.191
12 H -0.252 -2.916 1.238  0.201
13 H 0.942 0.296 -0.638  0.151

[2]
Entry from the Open Molecules 2025 dataset: 2 unconnected molecules or ions with the total composition C3H8NO (ωB97M-V/def2-TZVPD).

The charge is 0. The multiplicity is 2. As for the relative energy (zero: lowest compared OMol25 entry of this formula, charge and spin): 200.1 kJ/mol. For the LUMO energy (alpha / beta), the calculation gives 0.8 / -2.0 eV. The value obtained for the frontier orbital gap (alpha / beta) is 10.2 / 7.4 eV. As for the molar mass: 74.10 g/mol. The calculation puts the electronic energy at -6773.9927 eV.

Each line ends with the natural charge from an NBO analysis.
Geometry (Å):
1 O -0.419 -1.608 0.842  -0.267
2 N 0.052 1.596 -1.576  -0.389
3 C -0.511 -1.382 2.215  -0.349
4 C -0.344 1.377 -0.384  -0.072
5 C 0.797 0.510 -2.168  -0.467
6 H -1.509 -1.000 2.419  0.235
7 H -0.673 2.294 0.095  0.164
8 H -0.528 -2.290 2.977  0.213
9 H 1.620 0.983 -2.792  0.197
10 H -0.536 0.397 0.095  0.169
11 H 0.350 -0.132 -2.916  0.208
12 H 1.386 -0.059 -1.476  0.188
13 H 0.316 -0.687 2.666  0.171

[3]
Entry from the Open Molecules 2025 dataset: 2 unconnected molecules or ions with the total composition C3H8NO (ωB97M-V/def2-TZVPD).

The charge is +1. As for the relative energy (zero: lowest compared OMol25 entry of this formula, charge and spin): 576.7 kJ/mol. For the LUMO energy, the calculation gives -9.4 eV. The value obtained for the frontier orbital gap is 3.9 eV. As for the molar mass: 74.10 g/mol. The calculation puts the electronic energy at -6765.1929 eV.

Each line ends with the natural charge from an NBO analysis.
Geometry (Å):
1 O -0.808 0.702 -0.264  -0.334
2 N -0.524 -2.339 1.025  -0.633
3 C 1.059 2.208 -0.408  0.025
4 C -0.268 1.819 -0.519  0.182
5 C 0.477 -1.849 0.053  -0.417
6 H -1.272 -1.658 1.194  0.405
7 H -0.976 2.719 -0.792  0.188
8 H 1.229 3.210 -0.692  0.218
9 H 1.913 1.678 -0.102  0.221
10 H -0.702 -3.324 1.161  0.415
11 H 1.346 -1.405 0.542  0.235
12 H 0.052 -0.906 -0.525  0.256
13 H 0.933 -2.623 -0.610  0.238

[4]
Entry from the Open Molecules 2025 dataset: 2 unconnected molecules or ions with the total composition C3H8NO (ωB97M-V/def2-TZVPD).

The charge is +1. As for the relative energy (zero: lowest compared OMol25 entry of this formula, charge and spin): 343.7 kJ/mol. For the LUMO energy, the calculation gives -5.5 eV. The value obtained for the frontier orbital gap is 10.1 eV. As for the molar mass: 74.10 g/mol. The calculation puts the electronic energy at -6767.6075 eV.

Each line ends with the natural charge from an NBO analysis.
Geometry (Å):
1 O 2.021 -1.055 0.110  -0.719
2 N 0.327 0.562 -0.377  -0.665
3 C 1.403 0.177 0.483  0.079
4 C -2.265 -0.310 0.320  -0.467
5 C -1.412 -0.766 -0.484  0.156
6 H -2.106 0.421 1.163  0.298
7 H 0.523 0.601 -1.340  0.413
8 H 1.606 -1.898 0.345  0.498
9 H 0.102 1.454 0.014  0.406
10 H 1.030 0.036 1.533  0.193
11 H -3.344 -0.687 0.362  0.320
12 H -0.941 -1.511 -1.160  0.280
13 H 2.145 1.065 0.361  0.209

[5]
Entry from the Open Molecules 2025 dataset: 2 unconnected molecules or ions with the total composition C3H8NO (ωB97M-V/def2-TZVPD).

The charge is +1. As for the relative energy (zero: lowest compared OMol25 entry of this formula, charge and spin): 245.6 kJ/mol. For the LUMO energy, the calculation gives -6.1 eV. The value obtained for the frontier orbital gap is 8.2 eV. As for the molar mass: 74.10 g/mol. The calculation puts the electronic energy at -6768.6245 eV.

Each line ends with the natural charge from an NBO analysis.
Geometry (Å):
1 O -1.549 -1.389 -0.756  -0.971
2 N 0.016 0.586 0.675  -0.417
3 C -0.087 0.200 1.901  0.130
4 C 1.005 0.976 -1.413  -0.289
5 C 1.219 0.621 -0.139  -0.073
6 H 0.063 0.748 -1.907  0.220
7 H 1.658 1.520 -2.072  0.250
8 H -1.289 -2.275 -1.049  0.494
9 H -2.377 -1.643 -0.324  0.484
10 H -0.701 -0.654 2.185  0.243
11 H -0.812 0.491 0.081  0.455
12 H 2.175 0.265 0.233  0.254
13 H 0.679 0.554 2.584  0.218

[6]
Entry from the Open Molecules 2025 dataset: a gas-phase ion, C3H8NO (charge +1) (ωB97M-V/def2-TZVPD).

The charge is +1. The multiplicity is 3. As for the relative energy (zero: lowest compared OMol25 entry of this formula, charge and spin): 277.1 kJ/mol. For the LUMO energy (alpha / beta), the calculation gives -3.3 / -9.5 eV. The value obtained for the frontier orbital gap (alpha / beta) is 5.4 / 8.1 eV. As for the molar mass: 74.10 g/mol. The calculation puts the electronic energy at -6763.2022 eV.

Each line ends with the natural charge from an NBO analysis.
Geometry (Å):
1 O 1.912 0.059 0.417  -0.304
2 N -1.048 0.128 0.525  -0.627
3 C -0.126 1.119 -0.062  -0.310
4 C 0.886 0.026 -0.463  -0.007
5 C -0.164 -1.085 0.019  -0.347
6 H 0.176 1.745 0.801  0.237
7 H -0.484 1.797 -0.857  0.263
8 H 2.492 -0.646 0.112  0.502
9 H -1.951 0.236 0.098  0.435
10 H -0.074 -1.714 0.845  0.223
11 H -0.482 -1.660 -0.812  0.271
12 H 1.226 0.092 -1.449  0.258
13 H -1.199 0.296 1.498  0.405

[7]
Entry from the Open Molecules 2025 dataset: 2 unconnected molecules or ions with the total composition C3H8NO2 (ωB97M-V/def2-TZVPD).

The charge is -1. As for the relative energy (zero: lowest compared OMol25 entry of this formula, charge and spin): 496.0 kJ/mol. For the LUMO energy, the calculation gives 4.3 eV. The value obtained for the frontier orbital gap is 6.2 eV. As for the molar mass: 90.10 g/mol. The calculation puts the electronic energy at -8822.6516 eV.

Each line ends with the natural charge from an NBO analysis.
Geometry (Å):
1 O -2.883 0.199 -0.085  -1.020
2 O -0.272 -1.434 0.346  -0.538
3 N -0.829 -0.157 1.054  -0.525
4 C 0.310 0.341 -1.210  -0.664
5 C 0.298 -0.161 0.220  0.287
6 C 1.684 -0.064 0.855  -0.649
7 H -1.952 0.139 0.031  0.461
8 H 0.721 1.369 -1.348  0.183
9 H -0.668 0.491 -1.750  0.226
10 H 0.964 -0.447 -1.606  0.200
11 H 1.805 -0.680 1.757  0.223
12 H 2.277 -0.098 -0.006  0.184
13 H 1.767 0.953 1.248  0.185
14 H -3.221 -0.450 0.494  0.447

[8]
Entry from the Open Molecules 2025 dataset: 2 unconnected molecules or ions with the total composition C3H8NO2 (ωB97M-V/def2-TZVPD).

The charge is -1. As for the relative energy (zero: lowest compared OMol25 entry of this formula, charge and spin): 533.7 kJ/mol. For the LUMO energy (alpha / beta), the calculation gives 4.5 / 4.5 eV. The value obtained for the frontier orbital gap (alpha / beta) is 7.3 / 7.3 eV. As for the molar mass: 90.10 g/mol. The calculation puts the electronic energy at -8822.2605 eV.

Each line ends with the natural charge from an NBO analysis.
Geometry (Å):
1 O 1.535 -0.473 0.520  -0.442
2 O -0.707 0.235 -0.742  -0.804
3 N 1.426 0.554 -0.156  0.131
4 C 2.055 0.261 -1.597  -0.508
5 C -1.208 -0.448 0.308  -0.030
6 C -1.811 0.266 1.467  -0.656
7 H -2.879 0.551 1.260  0.161
8 H -0.302 -1.027 0.868  0.106
9 H 2.244 -0.821 -1.616  0.183
10 H 3.007 0.716 -1.589  0.162
11 H -1.280 1.194 1.436  0.216
12 H -1.703 -0.372 2.301  0.188
13 H 1.480 0.692 -2.460  0.200
14 H -1.857 -1.328 0.001  0.091

What did the second record say?
Entry from the Open Molecules 2025 dataset: 2 unconnected molecules or ions with the total composition C3H8NO (ωB97M-V/def2-TZVPD).

The charge is 0. The multiplicity is 2. As for the relative energy (zero: lowest compared OMol25 entry of this formula, charge and spin): 200.1 kJ/mol. For the LUMO energy (alpha / beta), the calculation gives 0.8 / -2.0 eV. The value obtained for the frontier orbital gap (alpha / beta) is 10.2 / 7.4 eV. As for the molar mass: 74.10 g/mol. The calculation puts the electronic energy at -6773.9927 eV.

Each line ends with the natural charge from an NBO analysis.
Geometry (Å):
1 O -0.419 -1.608 0.842  -0.267
2 N 0.052 1.596 -1.576  -0.389
3 C -0.511 -1.382 2.215  -0.349
4 C -0.344 1.377 -0.384  -0.072
5 C 0.797 0.510 -2.168  -0.467
6 H -1.509 -1.000 2.419  0.235
7 H -0.673 2.294 0.095  0.164
8 H -0.528 -2.290 2.977  0.213
9 H 1.620 0.983 -2.792  0.197
10 H -0.536 0.397 0.095  0.169
11 H 0.350 -0.132 -2.916  0.208
12 H 1.386 -0.059 -1.476  0.188
13 H 0.316 -0.687 2.666  0.171

- What is the relative energy (zero: lowest compared OMol25 entry of this formula, charge and spin) in the sixth record?
  277.1 kJ/mol

- Which formula does entry 4 have?
  C3H8NO

- Which value of charge does entry 8 give?
  -1